# 1
C5H12N2O | ωB97M-V with the def2-TZVPD basis set

Summary:
energy above the lowest of the compared OMol25 structures with the same formula, charge and spin	3.244	eV
LUMO energy	0.446	eV
HOMO level	-9.05	eV
charge	0
SMILES string	C=C(C)[C@@H](N)O.C=N
frontier orbital gap	9.50	eV

Positions of all 20 atoms, in Å:
C1 0.31001 -0.55836 -1.96337
C2 -0.57540 -0.21882 0.39595
C3 -0.82686 -0.10704 -1.09533
N1 -1.76040 -0.00630 1.16865
C4 -1.97860 0.33345 -1.58418
O1 0.08880 -1.36970 0.75501
H1 -2.12191 -0.86970 1.55293
H2 -1.62775 0.65259 1.92551
H3 1.21538 0.01563 -1.75135
H4 0.53242 -1.60914 -1.77025
H5 0.06061 -0.44067 -3.01688
H6 -2.79575 0.63584 -0.95023
H7 -2.14057 0.41321 -2.64893
C5 1.92496 1.00055 1.18488
N2 2.24264 -0.19299 1.56040
H8 1.08802 -1.13808 0.99554
H9 2.16116 -0.33276 2.56547
H10 1.81487 1.84619 1.86830
H11 2.19226 1.28389 0.17203
H12 0.19612 0.66219 0.63584

=====

# 2
C5H12N2O | ωB97M-V with the def2-TZVPD basis set

Summary:
energy above the lowest of the compared OMol25 structures with the same formula, charge and spin	5.460	eV
LUMO energy	0.553	eV
HOMO level	-8.90	eV
charge	0
frontier orbital gap	9.45	eV

Positions of all 20 atoms, in Å:
C1 -0.90506 0.33005 -2.50208
O1 -0.23464 -0.43006 -1.53536
H1 0.41199 0.17402 -0.64962
H2 -1.38233 -0.32324 -3.24164
H3 -1.70328 0.94136 -2.05273
H4 -0.22684 0.99382 -3.05070
C2 1.87615 -0.84885 0.87575
C3 -0.95218 -0.05546 0.47753
C4 0.93155 0.30658 0.69244
N1 -1.28055 -1.33521 0.77148
C5 1.15015 1.49066 1.27212
N2 -1.62459 0.99796 0.44100
H5 -1.56640 -1.49463 1.72839
H6 -0.69687 -2.05017 0.36151
H7 -2.62802 0.84005 0.48858
H8 2.87804 -0.50456 1.14868
H9 1.99372 -1.44826 -0.03043
H10 1.53825 -1.54799 1.64666
H11 0.41848 2.28974 1.23753
H12 2.00241 1.67418 1.92091

=====

# 3
C5H12N2O | ωB97M-V with the def2-TZVPD basis set

Summary:
energy above the lowest of the compared OMol25 structures with the same formula, charge and spin	7.007	eV
LUMO energy (alpha / beta)	0.623 / -0.168	eV
HOMO level (alpha / beta)	-9.31 / -8.53	eV
charge	0
frontier orbital gap (alpha / beta)	9.93 / 8.36	eV

Positions of all 20 atoms, in Å:
C1 0.66321 -0.16136 1.29380
C2 0.94954 2.09149 0.21979
C3 -1.37096 1.05409 0.44293
C4 -0.89755 -2.89439 -0.98202
C5 0.09463 0.73396 0.23275
N1 -1.78358 -2.10164 -0.81472
N2 0.13899 0.18592 -1.12486
O1 1.06236 -0.79774 -1.34109
H1 1.66859 -0.59330 1.09693
H2 0.94887 0.33726 2.23045
H3 -0.12316 -0.98588 1.56617
H4 0.29780 2.99962 0.21262
H5 1.59619 2.10574 -0.75278
H6 1.54299 2.12780 1.20386
H7 -1.93426 0.11157 0.33835
H8 -1.44569 1.53312 1.37510
H9 -1.56090 1.79757 -0.40515
H10 -1.02402 -3.89466 -1.41653
H11 0.20079 -2.48573 -1.07772
H12 0.97618 -1.16345 -2.29789

=====

# 4
C5H12N2O | ωB97M-V with the def2-TZVPD basis set

Summary:
energy above the lowest of the compared OMol25 structures with the same formula, charge and spin	6.006	eV
LUMO energy	0.215	eV
HOMO level	-8.77	eV
charge	0
frontier orbital gap	8.99	eV

Positions of all 20 atoms, in Å:
C1 0.21927 -0.25664 0.61110
C2 1.00954 -1.20223 1.55795
C3 -1.21434 -0.76418 0.52368
C4 -0.94481 1.39116 -2.06437
C5 0.16680 0.51705 -1.71535
N1 0.22407 1.12506 1.10658
O1 1.96761 -0.71908 -1.33354
N2 1.18961 -0.01039 -2.08536
H1 1.16913 -0.54954 -0.32774
H2 1.17252 1.48511 1.12757
H3 -0.11236 1.14964 2.06839
H4 0.54379 -1.19803 2.55137
H5 2.04749 -0.87992 1.65722
H6 1.01402 -2.22307 1.16989
H7 -1.89134 -0.05245 0.05402
H8 -1.26051 -1.71674 -0.00549
H9 -1.62823 -0.92048 1.52838
H10 -0.66621 2.03399 -2.90280
H11 -1.82516 0.80879 -2.34553
H12 -1.18089 1.98193 -1.17597

=====

# 5
C5H12N2O | ωB97M-V with the def2-TZVPD basis set

Summary:
energy above the lowest of the compared OMol25 structures with the same formula, charge and spin	5.385	eV
LUMO energy (alpha / beta)	-0.956 / -0.956	eV
HOMO level (alpha / beta)	-8.01 / -8.01	eV
charge	0
SMILES string	[H]/N=C(/C)NC.CC=O
frontier orbital gap (alpha / beta)	7.05 / 7.05	eV

Positions of all 20 atoms, in Å:
C1 1.63311 1.77206 -0.45531
C2 -1.30877 1.05755 -0.95753
N1 0.91489 0.64924 0.11086
C3 -0.53380 0.45640 0.19945
N2 -1.02469 0.72829 1.40160
H1 1.50965 -0.05032 0.55048
H2 -0.37711 0.35392 2.10111
H3 2.08550 2.37704 0.33470
H4 1.01863 2.44578 -1.05177
H5 2.43425 1.42471 -1.11141
H6 -1.45147 2.13010 -0.81366
H7 -0.79496 0.89761 -1.90765
H8 -2.28903 0.57875 -0.99022
C4 -0.31545 -2.38539 0.95313
C5 -0.29724 -1.56396 -0.31038
O1 0.86938 -1.30088 -0.86084
H9 -1.10261 -1.81760 -1.01312
H10 -0.14314 -3.44088 0.73624
H11 -1.28633 -2.27557 1.44306
H12 0.45920 -2.03684 1.64127

=====

# 6
C5H12N2O | ωB97M-V with the def2-TZVPD basis set

Summary:
energy above the lowest of the compared OMol25 structures with the same formula, charge and spin	2.987	eV
LUMO energy	0.816	eV
HOMO level	-8.50	eV
charge	0
SMILES string	CNC(=O)[C@H](C)NC
frontier orbital gap	9.32	eV

Positions of all 20 atoms, in Å:
C1 1.60542 -1.74123 -1.34660
N1 0.35206 -1.65060 -0.65273
C2 -0.00857 0.80752 -1.11141
C3 -0.01061 -0.28930 -0.07328
C4 -1.36061 -0.42846 0.55825
N2 -1.52860 0.61461 1.53134
C5 -0.42758 1.54029 1.95432
O1 -2.27385 -1.24855 0.41933
H1 2.29210 -1.01448 -0.96332
H2 2.05394 -2.66064 -1.27145
H3 1.41140 -1.48199 -2.49167
H4 -0.32930 -2.11211 -1.12899
H5 -0.50231 1.72487 -0.56166
H6 -0.31281 0.68137 -2.15221
H7 0.93482 1.16197 -1.42234
H8 0.88018 -0.21703 0.74200
H9 -2.46095 0.88615 1.81962
H10 0.41677 1.38797 1.35206
H11 -0.17286 1.45559 3.00945
H12 -0.55861 2.58406 1.78930

=====

# 7
C5H12N2O | ωB97M-V with the def2-TZVPD basis set

Summary:
energy above the lowest of the compared OMol25 structures with the same formula, charge and spin	2.454	eV
LUMO energy	0.589	eV
HOMO level	-7.16	eV
charge	0
SMILES string	C/C([O-])=C(\N)[C@H](C)[NH3+]
frontier orbital gap	7.75	eV

Positions of all 20 atoms, in Å:
C1 -0.88866 -0.39965 -0.47147
C2 2.66239 0.98848 -0.19472
C3 -2.31960 -0.04659 -0.16438
C4 0.16295 0.51229 -0.10507
C5 1.47204 0.07866 -0.39140
N1 -0.07868 1.72020 0.62871
N2 -0.54465 -1.95758 0.37196
O1 1.69018 -1.11201 -0.78572
H1 0.44422 -1.99066 0.00578
H2 -0.75534 -0.84679 -1.45582
H3 -0.78565 2.31959 0.22551
H4 -0.26845 1.59883 1.61635
H5 -0.56309 -1.84557 1.38003
H6 -1.08668 -2.76827 0.08555
H7 3.29041 0.59921 0.61144
H8 3.26380 0.96436 -1.10601
H9 2.36855 2.00939 0.03867
H10 -2.62094 0.80510 -0.77927
H11 -2.44727 0.24409 0.87970
H12 -2.99554 -0.87309 -0.38982

=====

# 8
C5H12N2O | ωB97M-V with the def2-TZVPD basis set

Summary:
energy above the lowest of the compared OMol25 structures with the same formula, charge and spin	1.028	eV
spin multiplicity	2
LUMO energy (alpha / beta)	-3.477 / -8.581	eV
HOMO level (alpha / beta)	-14.17 / -14.06	eV
charge	+1
frontier orbital gap (alpha / beta)	10.69 / 5.47	eV
⟨S²⟩	0.7749

Positions of all 20 atoms, in Å:
C1 -1.67412 1.20783 0.27486
C2 -0.36051 2.01564 0.36260
C3 -1.70333 0.28191 -0.88355
N1 -0.80290 -0.79458 -0.91204
C4 0.00213 -1.30738 0.17554
C5 1.49161 -1.31426 -0.27530
N2 2.28935 -0.47707 0.60634
O1 -2.47439 0.28937 -1.82483
H1 -1.83340 0.65981 1.19115
H2 -2.54958 1.85057 0.21724
H3 -0.30572 2.48172 1.33827
H4 0.51790 1.39182 0.18408
H5 -0.34379 2.73741 -0.45922
H6 -0.60143 -1.33587 -1.74889
H7 -0.12957 -0.76574 1.06845
H8 -0.34574 -2.33798 0.33861
H9 1.51451 -0.81318 -1.25111
H10 1.88683 -2.31816 -0.37068
H11 2.16566 -0.76000 1.57705
H12 3.25649 -0.69188 0.39143